Below is 2 unconnected molecules or ions with the total composition C3H8O3S at a distorted geometry, with properties calculated with the ωB97M-V functional and the def2-TZVPD basis.

XYZ file:
```
15
C3H8O3S | the Open Molecules 2025 dataset | the ωB97M-V functional and the def2-TZVPD basis
O -2.509 0.546 -0.855
C -3.205 -0.171 -0.176
O -4.376 0.198 0.322
O -2.859 -1.388 0.225
H -4.707 1.196 0.168
H -2.328 -1.792 -0.448
C 1.803 0.525 -0.312
C 0.425 0.182 0.031
S 0.197 -1.698 -0.297
H 2.672 0.176 0.202
H 1.940 0.273 -1.323
H 1.864 1.685 -0.331
H -0.215 0.734 -0.635
H 0.080 0.250 1.020
H 0.384 -2.289 0.928
```

The frontier orbital gap comes out at 9.59 eV. For the HOMO energy, the calculation gives -9.12 eV. For the calculated total energy, the calculation gives -20218.1356 eV. The value obtained for the relative energy (zero: lowest compared OMol25 entry of this formula, charge and spin) is 0.815 eV. The SMILES is O=C(O)O.CCS. As for the net charge: 0. For the LUMO energy, the calculation gives 0.47 eV.

Below is a single C2H3N3O3 molecule at a distorted geometry, with properties calculated with the ωB97M-V functional and the def2-TZVPD basis.

XYZ file:
```
11
C2H3N3O3 | the Open Molecules 2025 dataset | the ωB97M-V functional and the def2-TZVPD basis
N 1.590 -0.396 2.261
N 0.482 -0.924 1.693
C 0.056 -0.478 0.606
O -1.224 -0.784 0.193
N -1.321 -0.249 -1.103
C -0.336 0.540 -1.224
O -0.063 1.304 -2.324
O 0.515 0.689 -0.188
H 1.654 -0.661 3.237
H 1.643 0.694 2.206
H -0.700 0.906 -3.130
```

The frontier orbital gap comes out at 9.02 eV. For the HOMO energy, the calculation gives -8.71 eV. For the calculated total energy, the calculation gives -12731.6267 eV. The value obtained for the relative energy (zero: lowest compared OMol25 entry of this formula, charge and spin) is 2.331 eV. The SMILES is N/N=c1/onc(O)o1. As for the net charge: 0. For the LUMO energy, the calculation gives 0.32 eV.

Below is a gas-phase ion, C6H9Cl2N2 (charge +1) at a distorted geometry, with properties calculated with the ωB97M-V functional and the def2-TZVPD basis.

XYZ file:
```
19
C6H9Cl2N2 | the Open Molecules 2025 dataset | the ωB97M-V functional and the def2-TZVPD basis
C -0.193 0.386 2.533
C -0.078 -0.418 1.320
Cl -1.636 -0.609 0.669
C 0.941 -1.124 0.900
C 0.937 -1.967 -0.251
Cl 1.956 -3.282 -0.177
C 0.568 -1.410 -1.481
N 0.089 -0.236 -1.802
C -0.228 0.733 -1.110
N -0.954 1.857 -1.928
H -0.651 1.336 2.315
H 0.798 0.431 3.028
H -0.926 -0.079 3.271
H 1.917 -1.071 1.457
H 0.694 -1.981 -2.299
H 0.115 1.099 -0.215
H -1.791 2.187 -1.459
H -0.992 1.285 -2.807
H -0.567 2.863 -1.966
```

The frontier orbital gap comes out at 7.96 eV. For the HOMO energy, the calculation gives -12.45 eV. For the calculated total energy, the calculation gives -34382.9821 eV. The value obtained for the relative energy (zero: lowest compared OMol25 entry of this formula, charge and spin) is 2.013 eV. The SMILES is C/C(Cl)=C/C(Cl)=C\N=C\[NH3+]. As for the net charge: +1. For the LUMO energy, the calculation gives -4.49 eV.

Below is a molecular structure, C34H39N5O4TaTe at a distorted geometry, with properties calculated with the ωB97M-V functional and the def2-TZVPD basis.

XYZ file:
```
84
C34H39N5O4TaTe | the Open Molecules 2025 dataset | the ωB97M-V functional and the def2-TZVPD basis
Ta -0.388 1.378 1.447
N -1.818 3.139 1.849
C -2.831 3.356 2.943
C -2.215 3.417 4.331
C -1.943 2.043 4.956
C -0.571 1.450 4.663
N -0.588 0.544 3.435
H -1.146 3.905 1.909
H -2.286 3.273 0.956
H -3.564 2.550 2.884
H -3.356 4.284 2.717
H -2.907 3.967 4.967
H -1.302 4.020 4.312
H -2.722 1.339 4.644
H -2.044 2.105 6.039
H -0.229 0.838 5.497
H 0.178 2.218 4.483
H -1.401 -0.073 3.526
H 0.215 -0.092 3.492
C 1.367 -1.588 -4.820
C 1.021 -1.200 -3.411
C 1.055 -2.137 -2.379
C 0.757 -1.819 -1.046
C 0.811 -2.795 0.109
O 0.190 -2.516 1.122
C 1.585 -4.044 -0.022
C 2.783 -4.110 -0.735
C 3.498 -5.296 -0.776
C 3.008 -6.421 -0.125
C 1.819 -6.358 0.593
C 1.117 -5.169 0.661
C 0.376 -0.518 -0.835
O 0.008 -0.048 0.428
C 0.312 0.470 -1.816
C 0.664 0.120 -3.114
C -0.050 1.816 -1.301
N -1.127 1.964 -0.518
C -2.270 1.016 -0.688
C -2.850 0.494 0.629
Te -4.378 -1.012 0.274
C -3.266 -2.117 -1.108
C -2.544 -3.237 -0.702
C -1.892 -4.012 -1.652
C -1.957 -3.671 -2.996
C -2.676 -2.555 -3.403
C -3.340 -1.781 -2.463
C 0.868 2.907 -1.435
C 2.211 2.692 -1.824
C 3.050 3.765 -2.026
C 2.560 5.063 -1.877
C 1.235 5.297 -1.513
C 0.394 4.232 -1.288
H 1.566 -2.653 -4.901
H 2.254 -1.051 -5.157
H 0.556 -1.337 -5.504
H 1.304 -3.163 -2.617
H 3.183 -3.231 -1.227
H 4.435 -5.344 -1.312
H 3.560 -7.350 -0.172
H 1.450 -7.236 1.106
H 0.202 -5.101 1.234
H 0.622 0.863 -3.903
H -1.990 0.169 -1.315
H -3.060 1.565 -1.206
H -3.356 1.251 1.220
H -2.136 -0.076 1.275
H -2.515 -3.523 0.341
H -1.357 -4.902 -1.346
H -1.473 -4.299 -3.734
H -2.752 -2.308 -4.454
H -3.940 -0.939 -2.786
H 2.583 1.684 -1.951
H 4.080 3.607 -2.315
H 3.217 5.903 -2.065
H 0.868 6.310 -1.432
H -0.652 4.396 -1.066
N 2.395 0.764 1.896
N 2.918 2.050 1.674
C 2.099 3.132 1.684
O 2.338 4.262 1.449
O 0.786 2.699 2.009
H 2.741 0.417 2.789
H 2.739 0.143 1.168
H 3.916 2.206 1.625
```

The frontier orbital gap comes out at 5.04 eV. For the HOMO energy, the calculation gives -15.74 eV. For the calculated total energy, the calculation gives -60352.1889 eV. The value obtained for the relative energy (zero: lowest compared OMol25 entry of this formula, charge and spin) is 0.344 eV. As for the net charge: +3. For the LUMO energy, the calculation gives -10.70 eV.

Below is 2 unconnected molecules or ions with the total composition CH5BrN2 at a distorted geometry, with properties calculated with the ωB97M-V functional and the def2-TZVPD basis.

XYZ file:
```
9
CH5BrN2 | the Open Molecules 2025 dataset | the ωB97M-V functional and the def2-TZVPD basis
C -1.071 -1.133 -0.247
N 0.511 0.444 -0.154
N 0.247 -0.773 -0.339
Br 3.579 3.289 1.270
H -1.277 -2.224 -0.127
H -1.656 -0.454 0.510
H -1.561 -0.910 -1.215
H 1.418 0.772 0.012
H -0.190 0.989 0.291
```

The frontier orbital gap (spin up / spin down) comes out at 10.97 / 2.97 eV. For the HOMO energy (spin up / spin down), the calculation gives -10.02 / -6.86 eV. For the calculated total energy, the calculation gives -74137.0141 eV. The value obtained for the relative energy (zero: lowest compared OMol25 entry of this formula, charge and spin) is 1.946 eV. As for the net charge: 0. For the LUMO energy (spin up / spin down), the calculation gives 0.95 / -3.89 eV.

Below is 4 unconnected molecules or ions with the total composition C50H39F3NO8 at a distorted geometry, with properties calculated with the ωB97M-V functional and the def2-TZVPD basis.

XYZ file:
```
101
C50H39F3NO8 | the Open Molecules 2025 dataset | the ωB97M-V functional and the def2-TZVPD basis
C -5.095 0.577 -0.370
C -3.539 0.378 -0.709
C -2.660 -0.070 0.578
O -3.142 -0.802 1.456
O -1.310 0.403 0.633
C -0.499 -0.182 -0.423
C 1.015 0.352 -0.409
N 1.262 1.526 -1.316
C 0.482 2.771 -0.974
C 1.483 3.950 -0.517
C 1.632 4.103 1.065
F 1.244 5.441 1.381
F 3.000 3.905 1.415
F 0.798 3.263 1.825
H -5.285 0.407 0.747
H -5.372 1.640 -0.702
H -5.745 -0.162 -0.967
H -3.074 1.356 -1.065
H -3.416 -0.441 -1.500
H -0.975 -0.130 -1.461
H -0.429 -1.308 -0.170
H 1.650 -0.518 -0.826
H 1.403 0.505 0.665
H 2.289 1.700 -1.309
H 1.025 1.252 -2.285
H -0.387 2.610 -0.259
H 0.014 3.137 -1.964
H 2.535 3.823 -0.958
H 1.092 4.943 -0.951
C 0.600 -6.401 6.013
C 0.398 -6.194 7.376
C -0.066 -4.965 7.832
C -0.317 -3.934 6.927
C -0.091 -4.134 5.564
C 0.358 -5.375 5.108
C -0.306 -3.034 4.598
O -0.112 -3.208 3.405
C -0.753 -1.715 5.102
C -0.905 -0.653 4.211
C -1.336 0.586 4.671
C -1.625 0.767 6.022
C -1.470 -0.288 6.914
C -1.024 -1.529 6.457
C -0.827 -2.635 7.420
O -1.076 -2.478 8.603
H 0.953 -7.364 5.657
H 0.600 -6.992 8.083
H -0.226 -4.811 8.894
H 0.522 -5.541 4.049
H -0.684 -0.787 3.157
H -1.448 1.413 3.976
H -1.969 1.732 6.380
H -1.693 -0.141 7.966
C -9.190 0.791 -3.899
C -10.092 0.251 -4.812
C -9.638 -0.581 -5.830
C -8.278 -0.866 -5.945
C -7.371 -0.305 -5.044
C -7.832 0.515 -4.013
C -5.920 -0.560 -5.184
O -5.126 -0.072 -4.394
C -5.444 -1.406 -6.302
C -4.075 -1.609 -6.481
C -3.620 -2.413 -7.520
C -4.531 -3.026 -8.378
C -5.895 -2.823 -8.206
C -6.354 -2.005 -7.173
C -7.807 -1.766 -7.021
O -8.603 -2.298 -7.774
H -9.546 1.432 -3.099
H -11.150 0.477 -4.730
H -10.347 -1.003 -6.536
H -7.134 0.943 -3.302
H -3.360 -1.137 -5.815
H -2.555 -2.565 -7.661
H -4.176 -3.660 -9.184
H -6.599 -3.299 -8.881
C 10.894 -0.500 0.082
C 10.735 -0.073 -1.234
C 9.830 0.939 -1.534
C 9.070 1.519 -0.518
C 9.212 1.074 0.797
C 10.134 0.070 1.097
C 8.376 1.646 1.878
O 8.501 1.261 3.026
C 7.380 2.688 1.538
C 6.545 3.196 2.535
C 5.616 4.184 2.228
C 5.522 4.675 0.927
C 6.348 4.168 -0.069
C 7.272 3.165 0.233
C 8.122 2.607 -0.844
O 8.036 3.033 -1.983
H 11.608 -1.283 0.316
H 11.320 -0.527 -2.027
H 9.714 1.271 -2.561
H 10.258 -0.271 2.120
H 6.615 2.821 3.551
H 4.965 4.573 3.004
H 4.803 5.451 0.690
H 6.268 4.551 -1.082
```

The frontier orbital gap comes out at 7.63 eV. For the HOMO energy, the calculation gives -11.18 eV. For the calculated total energy, the calculation gives -78498.4722 eV. The value obtained for the relative energy (zero: lowest compared OMol25 entry of this formula, charge and spin) is 0.000 eV. As for the net charge: +1. For the LUMO energy, the calculation gives -3.55 eV.